Record 1
C3H9NO3P | ωB97M-V with the def2-TZVPD basis set

Results
LUMO = 3.977 eV
SMILES = CCCN=P([O-])(O)O
Net charge = -1
Max |F| = 1.51 eV Å⁻¹
M = 138.08 g/mol
Electronic energy = -20181.91666 eV
Kohn-Sham gap = 0.26731 Ha

XYZ file:
```
17
Properties=species:S:1:pos:R:3:forces:R:3:lowdin_charge:R:1
H 1.49712 1.19284 0.81322 -0.13 0.28 0.10 0.0831
H -1.84129 -1.21281 -1.30774 -0.18 0.12 0.22 0.0361
C 1.59230 0.61552 -0.09705 0.32 -0.66 0.18 -0.2801
H 0.06181 -0.65532 -0.93978 0.14 -0.17 -0.15 0.0755
C 2.30702 -0.69297 0.23438 -0.34 0.03 -0.22 -0.1381
H 2.22750 1.17013 -0.78914 -0.01 0.18 -0.15 0.0824
H 3.17775 -0.53299 0.86233 0.32 -0.05 -0.04 0.0517
H 2.58065 -1.17945 -0.69968 0.34 -0.19 -0.05 0.0566
O -1.90753 -1.16680 1.61672 -0.19 -1.22 0.36 -0.3652
C 0.17038 0.39702 -0.64518 0.21 1.32 0.67 -0.3912
P -2.01843 -0.13656 0.57298 0.51 0.67 1.25 0.1926
H 0.10090 1.01695 -1.55048 -0.19 -0.20 -0.30 0.0803
O -3.25580 0.82710 0.98997 -0.12 0.44 -0.50 -0.1968
H -2.98017 1.69462 0.65386 -0.18 -0.17 0.12 0.0409
H 1.64857 -1.38431 0.75257 -0.22 0.01 0.22 0.0676
N -0.79428 0.84658 0.35308 -0.19 -0.34 -1.19 -0.2019
O -2.56651 -0.79953 -0.82006 -0.09 -0.05 -0.53 -0.1936
```
Positions in Å, forces in eV/Å.


Record 2
C20H25N3O3 | ωB97M-V with the def2-TZVPD basis set

Results
LUMO = 0.805 eV
SMILES = COc1ccccc1N1CCN(/N=C/c2cccc(OC)c2OC)CC1
Max |F| = 1.02 eV Å⁻¹
M = 355.44 g/mol
Electronic energy = -31755.66259 eV
Kohn-Sham gap = 0.29476 Ha

XYZ file:
```
51
Properties=species:S:1:pos:R:3:forces:R:3:lowdin_charge:R:1
H -3.06951 1.75068 -0.39044 -0.03 0.10 0.03 0.1114
C 2.14917 -1.21057 0.50117 -0.12 -0.06 0.09 -0.0576
N 1.26532 1.34332 1.21005 0.23 -0.73 -0.40 0.0877
C 2.28520 1.02780 -2.35495 0.20 -0.13 -0.11 -0.0748
H -3.31185 -1.65579 1.45386 0.02 -0.03 -0.06 0.0953
H 3.17214 1.64729 -2.22380 -0.01 -0.07 -0.03 0.0964
H -2.01194 2.21278 1.33735 0.00 0.10 -0.03 0.1021
C -0.46094 -5.44225 -0.15479 0.04 -0.21 -0.08 -0.0860
C 1.48988 -3.42852 -0.10138 -0.14 -0.13 -0.04 -0.0284
H -1.73922 -1.57070 -2.69781 -0.01 -0.07 -0.06 0.1023
H -0.42961 2.37053 3.03777 -0.03 0.08 0.03 0.1118
C 1.48196 3.55250 0.57935 0.06 0.10 -0.13 -0.1278
N 1.04628 2.60478 1.58431 0.05 0.62 0.58 -0.1725
H -0.22276 -5.34176 -1.21903 0.01 0.00 0.05 0.0967
N -0.81495 2.97733 -0.18226 0.09 0.06 0.13 -0.0871
O -0.74831 -4.20079 0.43415 0.14 0.51 0.19 -0.1145
H 0.48509 -0.59025 -2.81263 0.12 -0.01 -0.04 0.1048
H -3.55439 -0.36461 -1.49850 -0.08 -0.04 0.01 0.1021
C 0.29254 3.88334 -0.36751 0.16 0.22 -0.11 -0.1283
C -1.54963 -0.62654 -2.20921 -0.09 -0.04 -0.03 -0.1005
C 0.87290 -0.96290 1.00534 0.04 -0.77 -0.30 -0.1286
H -1.37042 -6.03219 -0.04571 0.09 -0.01 -0.04 0.0946
H 2.45030 0.05425 -1.88477 -0.01 0.03 -0.04 0.0783
H 0.60852 3.86115 -1.40671 -0.01 0.14 0.08 0.1185
C 0.52641 0.35002 1.51258 -0.50 0.71 0.54 -0.0845
C 2.45089 -2.43033 -0.05703 0.03 0.02 -0.03 -0.0894
H -0.00920 4.03322 2.60441 -0.01 -0.08 0.01 0.1177
H -2.58254 -3.27712 1.58281 -0.01 0.14 -0.06 0.0897
H 1.84593 4.45697 1.07597 -0.01 0.00 -0.04 0.1121
H 1.74900 -4.38180 -0.53290 -0.03 -0.11 -0.02 0.0985
H 2.09906 0.89431 -3.42686 0.00 -0.01 0.06 0.0972
C -2.55244 0.03708 -1.53385 -0.02 -0.14 0.00 -0.1101
C -0.19378 3.03322 2.20404 0.05 -0.27 -0.07 -0.1223
C -2.49551 -2.29454 1.11393 -0.51 -0.16 -0.05 -0.0742
O 1.24095 1.72981 -1.73130 -0.51 0.07 0.18 -0.1268
H -0.08635 4.88849 -0.14127 0.05 -0.02 -0.07 0.1187
C 0.00604 1.14064 -1.65213 0.01 0.07 -0.08 -0.2008
H 0.36183 -5.95355 0.35610 -0.02 0.03 -0.04 0.0961
C -0.99615 1.79928 -0.90421 -0.11 -0.12 -0.28 -0.1599
H 2.87729 -0.41803 0.56191 0.09 0.07 -0.01 0.1079
H -2.54953 -2.40144 0.02913 -0.01 0.00 0.06 0.0846
C -1.34699 3.05674 1.16298 -0.14 0.00 0.08 -0.1362
O -1.31761 -1.62795 1.50696 0.54 -0.06 0.10 -0.0775
C -0.10846 -1.96860 0.96636 0.17 0.25 0.00 -0.1487
C -0.28649 -0.06285 -2.27542 0.16 0.00 -0.05 -0.0226
H -1.92374 3.98476 1.27134 -0.02 -0.11 0.08 0.1197
H -0.40004 0.41522 2.08168 0.05 0.20 0.00 0.1201
C -2.27159 1.23203 -0.90030 0.10 -0.03 -0.04 -0.0270
C 0.21846 -3.22111 0.41764 -0.10 -0.19 -0.03 -0.1876
H 2.29498 3.08394 0.02933 -0.04 0.07 0.06 0.1068
H 3.43530 -2.62576 -0.45643 0.08 -0.01 -0.01 0.1024
```
Positions in Å, forces in eV/Å.


Record 3
C27H32N7Tc | ωB97M-V with the def2-TZVPD basis set

Results
LUMO (spin up / spin down) = -9.689 / -10.553 eV
Net charge = +3
Spin multiplicity = 4
Max |F| = 1.86 eV Å⁻¹
M = 552.60 g/mol
Electronic energy = -41120.49416 eV
Kohn-Sham gap (spin up / spin down) = 0.24350 / 0.23483 Ha

XYZ file:
```
67
Properties=species:S:1:pos:R:3:forces:R:3:lowdin_spin:R:1
C 1.56765 1.84811 2.70179 -0.17 0.19 -0.10 0.0257
H -4.28632 -1.67839 3.70273 -0.02 0.00 -0.04 -0.0034
N 1.35572 -0.31500 1.83734 0.68 -0.52 0.92 0.0030
C -1.82894 0.13578 -1.92724 -0.05 0.22 -0.06 0.0126
N 1.39971 2.12233 -0.90453 -0.10 -0.42 0.11 0.0286
H -1.05812 3.26502 -1.26470 -0.06 -0.03 0.03 0.0001
H 0.70376 -4.29006 1.08484 -0.02 0.02 0.00 0.0037
C 1.57376 -1.64592 1.77002 0.16 0.19 0.36 0.0155
N 0.82483 2.11200 1.67294 0.24 0.06 0.44 0.0240
C -2.31749 -1.13567 0.93937 0.24 0.68 0.24 0.0799
H 2.43547 -3.36995 2.72921 -0.02 -0.01 -0.02 0.0005
N -1.31131 1.18750 -1.04539 0.13 -0.15 0.35 0.0164
H -2.08850 1.49784 -0.46862 -0.03 -0.05 0.07 0.0034
C -0.85888 2.36622 -1.84640 0.26 0.08 -0.15 0.0058
H -0.33831 3.60203 0.80904 -0.02 -0.01 0.06 0.0021
H -4.16661 -2.54134 -1.55869 -0.04 -0.03 0.07 0.0000
H 1.00450 4.24775 1.74408 0.00 -0.03 0.00 0.0023
H 0.93302 3.13984 -2.72317 0.03 -0.02 -0.01 0.0002
H 0.91256 -4.06230 -0.65854 -0.01 0.03 0.03 0.0001
H 1.78640 3.82553 3.54435 -0.03 -0.03 0.01 0.0000
C -2.28177 -2.77702 -4.91796 0.01 0.01 -0.01 0.0004
H -0.72396 -1.66754 -3.99868 -0.06 -0.03 -0.03 0.0001
C 1.22586 -3.70984 0.31805 0.03 -0.13 0.03 0.0085
H 0.24169 -1.53377 -2.28203 -0.06 0.06 0.07 0.0018
C 1.01009 -2.26169 0.55898 -0.25 0.01 -0.37 0.0545
C 2.25683 -2.30502 2.78146 -0.08 -0.01 -0.16 0.0117
H -1.43040 2.45609 -2.77227 -0.05 0.01 0.03 0.0003
H -1.23531 1.26067 3.10914 0.00 -0.07 0.06 -0.0019
C 0.70462 3.43791 1.08196 0.07 0.20 -0.22 0.0149
H -0.44250 -2.94151 -1.44729 -0.05 0.03 0.01 0.0022
C -1.80132 0.42474 2.71280 0.19 0.04 -0.13 0.0390
H 0.82416 1.38496 -2.77666 0.02 -0.02 0.02 0.0002
H -3.84619 -2.57639 1.43285 -0.03 0.02 0.02 0.0044
C 1.60739 3.39594 -0.15874 -0.13 0.06 0.23 0.0007
C -1.47280 -0.08122 1.47241 0.23 -0.12 -0.13 0.1291
C 1.81759 0.40856 2.87809 -0.05 -0.28 -0.12 0.0227
N -2.43260 -1.64994 -0.28142 -0.66 -0.86 -0.19 0.3428
C 0.62328 2.25966 -2.15452 -0.20 0.05 -0.04 0.0025
C -1.69766 -2.11923 -3.84704 0.14 0.10 -0.01 -0.0003
H 2.31042 1.74882 -1.15048 0.04 0.06 -0.03 0.0063
N 0.36558 -1.43112 -0.21022 0.21 -0.39 0.03 0.0167
H -1.31003 0.18117 -2.88186 0.04 -0.04 0.05 0.0013
H 1.42710 4.26520 -0.79293 0.02 -0.03 -0.05 0.0001
C -0.30596 -1.86535 -1.40113 0.11 -0.17 -0.03 0.0246
C 2.50474 -0.20607 3.91779 0.02 -0.03 0.04 0.0055
H 3.24027 -2.07211 4.67693 0.00 0.00 -0.01 0.0007
C -3.63997 -2.60959 -2.49433 0.14 0.16 0.22 0.0004
Tc 0.24256 0.54040 0.45669 -0.95 0.99 -1.25 1.6496
H 3.28698 2.91279 3.35625 -0.01 -0.03 -0.02 0.0020
C -3.53777 -1.22648 3.06625 0.02 0.13 0.22 0.0029
C -3.53546 -3.35614 -4.78489 0.00 0.01 0.00 -0.0002
C -4.21288 -3.25880 -3.58018 0.01 -0.02 -0.06 0.0005
H 2.64495 3.43503 0.17194 0.02 0.00 -0.06 -0.0001
H 2.16459 2.49387 4.63390 -0.03 0.02 0.02 0.0007
C -3.29087 -1.73286 1.82205 0.00 -0.06 -0.26 0.1576
C -2.37887 -2.05783 -2.63793 -0.20 -0.19 -0.05 0.0011
H -5.19851 -3.69054 -3.47306 0.01 -0.01 0.01 0.0000
H -1.75060 -2.82662 -5.85854 0.00 -0.02 0.00 0.0000
C 2.22284 2.83317 3.60012 0.06 0.08 0.06 0.0031
N -1.71617 -1.30466 -1.46472 0.44 0.30 -0.17 0.0240
H -3.04710 0.33222 4.47105 0.00 0.00 0.00 0.0098
H 2.28873 -3.93799 0.42361 0.01 0.02 0.00 0.0027
C 2.71402 -1.57594 3.87270 -0.01 0.10 0.01 0.0219
H 2.87446 0.36719 4.75634 0.00 0.05 -0.03 0.0001
H -2.89288 0.27855 -2.11107 -0.02 -0.04 0.01 -0.0003
C -2.82876 -0.10579 3.50619 -0.17 -0.15 -0.03 0.2148
H -3.98008 -3.87539 -5.62277 -0.03 0.02 0.01 0.0000
```
Positions in Å, forces in eV/Å.


Record 4
C5H7Cl2F | ωB97M-V with the def2-TZVPD basis set

Results
LUMO = 0.837 eV
SMILES = C=C[C@H](C)C(F)(Cl)Cl
Max |F| = 1.83 eV Å⁻¹
M = 157.01 g/mol
Electronic energy = -33060.14392 eV
Kohn-Sham gap = 0.39836 Ha

XYZ file:
```
15
Properties=species:S:1:pos:R:3:forces:R:3:lowdin_charge:R:1
Cl -1.15193 -2.41092 -0.29904 0.15 0.04 -0.20 0.6747
C 1.72700 -1.20410 0.38088 0.32 0.28 -0.40 -0.0019
H -0.46639 0.25191 -1.56732 -0.52 -0.07 -0.51 0.1237
H 1.79517 0.26692 -1.08416 0.58 0.03 -0.12 0.0989
Cl -2.92290 -0.19807 -0.05492 -0.17 0.11 0.01 0.6534
H -0.00987 1.80681 1.04704 -0.27 -0.17 -0.86 0.1024
C -0.24070 0.25698 -0.51556 -0.01 -1.47 0.64 -0.3876
H -1.45280 1.91936 0.03598 -0.47 0.45 -0.16 0.0330
H 1.24466 -1.88677 1.07156 -0.09 0.35 -0.06 0.0492
C -0.40340 1.70682 0.00316 0.96 -0.94 1.24 -0.0627
H 0.13408 2.41208 -0.61889 -0.02 0.05 -0.21 0.0791
C -1.23379 -0.71171 0.20380 -0.02 0.77 -0.75 -1.2151
F -0.99315 -0.66535 1.52022 0.06 -0.02 0.66 -0.0340
H 2.80384 -1.22959 0.30645 0.15 -0.49 0.10 0.0558
C 1.17017 -0.31438 -0.42920 -0.66 1.10 0.61 -0.1690
```
Positions in Å, forces in eV/Å.


Record 5
C3H5NO2 | ωB97M-V with the def2-TZVPD basis set

Results
LUMO = -0.188 eV
SMILES = [H]/N=C1\OCC1=O.[H][H]
Max |F| = 1.80 eV Å⁻¹
M = 87.08 g/mol
Electronic energy = -8773.61884 eV
Kohn-Sham gap = 0.37800 Ha

XYZ file:
```
11
Properties=species:S:1:pos:R:3:forces:R:3:lowdin_charge:R:1
O -0.18643 -1.35733 -0.45525 -0.05 -0.05 -0.15 0.0077
H 0.50520 1.96808 -0.03633 0.54 0.74 -1.55 0.1173
C 0.16310 0.34797 0.67942 -0.41 -0.29 1.51 -0.4207
H -2.38495 -0.44818 -1.42447 0.10 0.09 -0.10 0.0771
H 0.98856 -1.47271 1.31656 0.12 -0.46 -0.14 0.1328
C -0.86252 -0.15638 -0.34569 -0.68 0.20 0.04 -0.3914
H 0.73841 1.64477 -0.67249 0.24 0.99 -0.53 0.1149
H 1.86759 -0.96457 -0.18209 -0.19 0.33 0.17 0.1341
N -1.92295 0.26182 -0.85493 0.35 -0.29 0.31 0.2012
O 0.16900 1.11102 1.60304 -0.26 -1.06 0.10 0.0790
C 0.92501 -0.93449 0.37222 0.24 -0.20 0.34 -0.0520
```
Positions in Å, forces in eV/Å.


The highest M belongs to which entry?
C27H32N7Tc


Which of these has the highest M?
C27H32N7Tc